[1]
This record from the Open Molecules 2025 dataset describes C10H20BrN2O5V as an isolated structure in a non-equilibrium geometry. The level of theory is ωB97M-V/def2-TZVPD.

```
39
Properties=species:S:1:pos:R:3:mulliken_charge:R:1
C 4.7674 0.7784 0.2129 -1.1521
C 3.7285 1.1178 -0.9169 -0.4416
C 2.5036 0.0663 -1.0687 -0.5066
Br 3.1053 -1.6457 -0.2714 -0.0639
N 1.3355 0.6833 -0.4528 0.2165
N 1.5585 1.2081 0.8127 -0.4198
C 0.0857 -0.0852 -0.5327 1.6085
C -0.0905 -0.9604 -1.8105 -1.9943
C -1.0749 0.9895 -0.3609 -0.8154
C -2.4682 0.5592 -0.9332 -0.9252
C -3.2331 -0.5070 -0.0313 -0.3826
O -3.2962 -1.7919 -0.6426 -0.3927
C -3.5250 -2.8377 0.3255 -0.6088
C -0.1323 -1.0835 0.7289 0.2902
O -0.4013 -0.6925 1.8773 -0.3813
O -0.0675 -2.3657 0.5190 -0.6171
H 5.3877 1.7146 0.3633 0.3557
H 5.5152 -0.0069 -0.0807 0.3481
H 4.3230 0.5562 1.2142 0.3066
H 3.3316 2.1699 -0.8504 0.2898
H 4.3040 1.0932 -1.8884 0.3543
H 2.4210 -0.0792 -2.1782 0.5139
H 2.1572 0.6203 1.3963 0.2216
H 1.8440 2.1834 0.7995 0.2383
H -0.1760 -0.3209 -2.7380 0.3688
H 0.7150 -1.7304 -1.9512 0.3916
H -1.0450 -1.5535 -1.7299 0.4370
H -1.1922 1.2892 0.6952 0.1294
H -0.7671 1.9147 -0.9316 0.4357
H -3.1242 1.4785 -0.8824 0.4081
H -2.4680 0.2709 -2.0177 0.3397
H -2.7158 -0.5291 0.9737 0.2287
H -4.2731 -0.1151 0.1910 0.4330
H -2.8549 -3.6902 0.0378 0.2156
H -4.5937 -3.1671 0.2136 0.2649
H -3.2566 -2.5449 1.3707 0.2870
O -1.6730 2.0946 5.1433 -0.7769
V -2.0822 2.3120 3.5029 1.6353
O -2.5723 2.6070 1.8918 -0.8399
```

Summary:
E_HOMO (eV): -8.78
Frontier orbital gap (eV): 3.3
LUMO (hartree): -0.2017
Strongest force on any atom (hartree/bohr): 0.0744


[2]
This record from the Open Molecules 2025 dataset describes C10H20BrNbO4PS as an isolated structure in a non-equilibrium geometry. The level of theory is ωB97M-V/def2-TZVPD.

```
38
Properties=species:S:1:pos:R:3:mulliken_charge:R:1
C 4.2840 3.4651 1.6419 -0.4255
C 4.0933 2.3435 0.7864 -0.1385
C 3.8253 0.9908 -0.1487 -0.3724
C 2.1668 0.9234 -0.3533 -0.0304
C 1.6959 -0.4247 -1.1783 -0.9728
Nb -0.5773 -0.5620 -1.2169 -0.3882
S -0.8968 1.7322 -0.2032 -0.4193
C -2.8906 -0.7279 -1.3342 -0.4767
C -3.6581 0.2482 -0.2635 -0.0234
O -5.0509 -0.2513 -0.1435 -0.5432
C -0.7169 -1.6337 0.7870 -0.5219
C 0.3916 -1.1832 1.9059 0.0183
C 0.4232 -2.3611 3.0919 0.3672
O -0.0480 -3.6004 2.9361 -0.5215
O 1.0567 -2.0326 4.4061 -0.4863
P -0.4795 0.5096 -3.5690 0.3046
O -0.9343 2.2219 -3.4421 -0.5347
Br -1.9445 -0.5725 -4.9989 -0.3517
H 4.0218 4.4423 2.2690 0.3015
H 4.1297 0.0082 0.4102 0.2588
H 4.3822 1.0671 -1.1753 0.3119
H 1.8767 1.8772 -1.0076 0.3826
H 1.7267 0.9750 0.7426 0.0670
H 2.1440 -0.4850 -2.2685 0.4288
H 2.1127 -1.3770 -0.6035 0.2292
H -0.4344 -2.2103 -2.0337 0.0486
H -0.7430 1.6971 1.2033 0.0890
H -3.2191 -1.8452 -1.0882 0.2531
H -3.3109 -0.4798 -2.3978 0.2308
H -3.1843 0.2826 0.8064 0.0750
H -3.7483 1.3242 -0.7612 0.2146
H -5.6627 0.4542 0.2204 0.2874
H -1.7830 -1.3531 1.2451 0.2242
H -0.7631 -2.7836 0.5636 0.2661
H 1.4929 -1.1051 1.5189 0.0480
H 0.0589 -0.1939 2.4851 0.1472
H 1.9713 -1.6775 4.1200 0.3414
H -1.8081 2.2973 -2.9522 0.3115
```

Summary:
E_HOMO (eV): -4.69
Total charge: -1
Frontier orbital gap (eV): 5.9
LUMO (hartree): 0.0448
Strongest force on any atom (hartree/bohr): 0.1872


[3]
This record from the Open Molecules 2025 dataset describes a 10-piece molecular cluster, C10H20Cl20 overall in a non-equilibrium geometry. The level of theory is ωB97M-V/def2-TZVPD.

```
50
Properties=species:S:1:pos:R:3:mulliken_charge:R:1
C -0.1537 0.4230 -0.4492 -0.6000
Cl -1.3350 -0.7396 -0.9837 -0.1125
Cl -0.2280 0.5198 1.2858 -0.0130
H 0.8281 0.0914 -0.7872 0.0792
H -0.2404 1.4085 -0.9069 0.2442
C 4.3171 -2.4321 -2.3788 0.4979
Cl 5.6702 -1.5708 -1.5871 -0.2670
Cl 2.7205 -1.7397 -1.9579 -0.8110
H 4.4384 -2.4521 -3.4618 0.3246
H 4.3189 -3.4647 -2.0295 0.1976
C -1.0781 -3.9774 -2.4720 0.0649
Cl -2.5793 -4.5538 -3.2456 -0.1968
Cl -1.3749 -4.1270 -0.6698 -0.2685
H -0.2788 -4.6610 -2.7583 0.2231
H -0.9428 -2.9244 -2.7187 -0.0291
C -2.2249 3.9772 0.0708 -0.0884
Cl -1.3108 4.2796 1.5189 -0.1257
Cl -1.5118 4.9129 -1.2586 -0.1654
H -2.2477 2.9016 -0.1041 0.0011
H -3.2390 4.3612 0.1809 0.3575
C 2.2946 1.6378 -4.2806 -0.3173
Cl 3.4796 1.7175 -2.9655 -0.1895
Cl 0.6902 1.3222 -3.6838 -0.1680
H 2.2864 2.6235 -4.7459 0.3298
H 2.5911 0.8296 -4.9492 0.2936
C 1.1460 1.0152 4.6071 0.0364
Cl 2.8460 1.3580 4.1766 -0.1266
Cl 0.2418 2.4612 4.1899 -0.1314
H 0.7847 0.1955 3.9861 -0.1446
H 1.0132 0.8147 5.6702 0.3660
C -4.8365 -2.1628 -1.3840 0.3881
Cl -6.2255 -1.9688 -0.2803 -0.1911
Cl -5.2839 -1.8867 -3.0454 -0.1583
H -4.0599 -1.4496 -1.1077 -0.2810
H -4.3399 -3.1319 -1.3361 0.1513
C 1.6878 -2.7071 2.0406 0.3983
Cl 1.4184 -2.5465 3.8418 -0.2101
Cl 3.4086 -2.6532 1.5677 -0.1357
H 1.3347 -3.6910 1.7318 0.3112
H 1.1634 -1.8978 1.5324 -0.4162
C 2.4954 2.9011 1.0172 0.1388
Cl 3.4730 1.3761 0.7679 -0.1683
Cl 1.7393 3.4365 -0.4938 -0.1259
H 1.7771 2.6342 1.7923 -0.3666
H 3.0463 3.7386 1.4454 0.4141
C -3.4044 1.1291 3.0000 0.1063
Cl -3.9156 0.4714 1.4401 -0.0962
Cl -4.5080 2.4204 3.4861 -0.1757
H -3.5351 0.3573 3.7586 0.3337
H -2.3569 1.4231 2.9333 -0.1777
```

Summary:
<S²>: 0.75
E_HOMO (spin up / spin down) (eV): 0.31 / -8.10
Total charge: -1
Frontier orbital gap (spin up / spin down) (eV): 1.6 / 9.9
LUMO (spin up / spin down) (hartree): 0.0686 / 0.0673
2S+1: 2
ΔE to the lowest compared entry with this formula, charge and spin (eV): 0.000
Strongest force on any atom (hartree/bohr): 0.0256